This record from the Open Molecules 2025 dataset describes 3 unconnected molecules or ions with the total composition C4H13NO2. The level of theory is ωB97M-V/def2-TZVPD.

Kohn-Sham gap, eV: 8.4
Max |F|, eV/A: 3.13
ΔE to the lowest compared entry with this formula, charge and spin, kJ/mol: 194.9
SMILES string: CC(C)=CN.O.O

```
20
Properties=species:S:1:pos:R:3:forces:R:3
C 2.313884 0.535867 0.227898 -1.6 -0.5 -0.8
C 1.179450 -0.455189 0.529689 -1.8 0.6 -0.5
C 0.181765 -0.620812 -0.384484 0.6 -2.0 -1.0
N 0.350323 -0.635299 -1.819098 2.3 1.4 1.1
C 1.045799 -1.053297 1.933202 -2.3 -1.3 -1.6
H 2.883303 0.569962 1.170310 0.3 0.7 -0.9
H 2.823736 0.071003 -0.618008 0.9 0.3 0.2
H 1.860434 1.524085 -0.207018 1.1 -1.5 1.3
H -0.790073 -1.118722 -0.249318 0.7 0.0 1.0
H -0.462892 -0.572370 -2.357117 -1.5 0.1 -0.6
H 1.077515 -0.031468 -2.226998 -0.4 -0.5 0.4
H 1.819503 -0.704632 2.496750 2.1 1.1 1.8
H 0.086273 -0.653281 2.355744 0.7 -0.9 0.0
H 1.160588 -2.212535 1.999657 -0.7 2.0 -0.4
H -2.540964 0.552109 0.165466 -0.2 0.3 0.0
H -3.672615 0.184765 1.258630 2.4 -0.7 -1.5
O -2.824500 -0.139893 0.774698 -2.2 0.4 1.5
H -1.204244 2.042685 -2.012226 -0.5 -0.6 2.6
H -0.494353 1.238159 -0.850964 -1.8 1.1 -0.1
O -1.340982 1.779633 -1.028330 2.1 -0.2 -2.3
```
Positions in Å, forces in eV/Å.

---

This record from the Open Molecules 2025 dataset describes 2 unconnected molecules or ions with the total composition C4H13NO2. The level of theory is ωB97M-V/def2-TZVPD.

Kohn-Sham gap, eV: 9.6
Max |F|, eV/A: 4.66
ΔE to the lowest compared entry with this formula, charge and spin, kJ/mol: 197.0
SMILES string: CCNCCO.O

```
20
Properties=species:S:1:pos:R:3:forces:R:3
C 1.504770 -1.950423 1.225186 4.4 1.5 0.0
C 1.741411 -0.411171 1.105222 0.5 -0.9 -1.5
N 0.413102 0.161672 1.053026 0.2 1.3 0.1
C -0.376189 0.030150 -0.212067 -0.5 -0.2 2.1
C -1.887516 0.019206 0.221834 0.2 -1.9 0.4
O -2.114779 -1.152687 1.073391 0.3 0.6 0.7
H 2.010810 -2.405904 0.349005 -0.1 -0.3 0.9
H 1.996700 -2.152221 2.212548 -0.8 -0.9 -1.0
H 0.499110 -2.133043 1.142094 -2.3 -0.7 0.3
H 2.271664 -0.010874 2.012378 -0.5 -0.3 -1.0
H 2.399006 -0.161847 0.150896 -1.1 -0.3 1.7
H 0.636858 1.110489 1.315054 -1.1 0.6 -0.3
H -0.270712 0.840001 -0.852982 0.5 1.9 -1.2
H 0.065096 -0.787184 -0.763796 -0.7 -0.8 0.0
H -2.701433 -0.119979 -0.573268 1.6 0.4 0.8
H -2.070180 0.968323 0.775163 0.0 -0.6 -0.3
H -1.562312 -1.157895 1.906626 -0.6 0.6 -1.7
H -0.731344 3.288597 -3.346038 0.2 1.1 2.4
H -1.148903 3.293391 -4.715521 0.2 -0.6 -0.2
O -0.675154 2.731401 -4.078746 -0.4 -0.5 -2.2
```
Positions in Å, forces in eV/Å.

---

This record from the Open Molecules 2025 dataset describes 3 unconnected molecules or ions with the total composition C4H13NO2. The level of theory is ωB97M-V/def2-TZVPD.

Kohn-Sham gap, eV: 9.7
Max |F|, eV/A: 2.41
ΔE to the lowest compared entry with this formula, charge and spin, kJ/mol: 209.8
SMILES string: C=CNCC.O.O

```
20
Properties=species:S:1:pos:R:3:forces:R:3
C -0.783715 -1.357386 -0.779674 -0.6 -1.5 -0.7
C 0.059460 -0.356447 -0.914134 -0.2 1.7 0.5
N 0.254410 0.606995 0.107144 0.4 1.5 1.8
C -0.271723 1.986437 0.256574 -1.2 -0.3 -1.4
C -1.041512 2.375921 -1.005285 0.2 0.8 0.4
H -0.833214 -2.084122 -1.589949 -0.1 0.2 -0.2
H -1.491799 -1.610576 0.013122 0.7 0.6 0.3
H 0.518497 -0.131926 -1.876575 0.2 -0.5 0.0
H 1.002436 0.576435 0.779327 0.4 -0.9 -0.6
H 0.466754 2.785450 0.403449 0.5 -0.6 0.0
H -0.939397 2.056206 1.120767 0.0 -0.3 0.0
H -1.649295 3.252379 -0.796811 -0.2 0.1 0.0
H -1.699059 1.595152 -1.359657 -0.1 -0.2 -0.2
H -0.338862 2.700916 -1.774343 -0.1 -0.4 -0.2
H 2.055428 -3.046462 -0.381592 0.0 0.8 -0.2
H 0.515442 -3.282074 -0.136825 -0.2 0.8 -0.2
O 1.381720 -3.665126 -0.132057 0.4 -1.6 0.4
H 0.509097 -1.016145 3.251089 0.4 0.0 0.9
H 0.956300 -0.698562 1.958838 0.7 0.1 -0.2
O 1.329031 -0.687065 2.856594 -1.1 -0.3 -0.6
```
Positions in Å, forces in eV/Å.

---

This record from the Open Molecules 2025 dataset describes 3 unconnected molecules or ions with the total composition C4H13NO2. The level of theory is ωB97M-V/def2-TZVPD.

Kohn-Sham gap, eV: 9.7
Max |F|, eV/A: 2.26
ΔE to the lowest compared entry with this formula, charge and spin, kJ/mol: 144.5
SMILES string: C/C=C/NC.O.O

```
20
Properties=species:S:1:pos:R:3:forces:R:3
C -1.349101 0.504681 -2.489080 -1.4 0.7 1.7
C -0.786647 0.155476 -1.126066 0.5 -0.2 -0.3
C 0.250006 -0.647704 -0.959485 1.6 -0.5 -0.7
N 1.076550 -0.669840 0.201173 -1.0 0.7 0.9
C 1.513092 -1.868247 0.871374 0.5 -0.8 -1.0
H -1.677717 1.550181 -2.421579 0.4 0.1 -0.1
H -2.333007 0.023713 -2.552797 0.3 -0.4 -0.7
H -0.689857 0.417996 -3.343276 0.0 -0.5 0.0
H -1.193377 0.589625 -0.215842 -0.2 0.2 -0.5
H 0.703605 -1.190488 -1.798579 -0.4 0.1 -0.1
H 1.738157 0.085618 0.212649 0.2 0.0 -0.1
H 0.640115 -2.495612 1.066310 0.2 0.1 0.5
H 2.120168 -1.625442 1.745984 -0.6 0.1 0.2
H 2.194236 -2.503562 0.278871 -0.1 0.1 -0.3
H 0.834297 0.268053 2.985650 0.4 -0.1 0.5
H 0.160568 0.087464 1.648573 0.0 0.1 0.1
O 0.058288 0.546431 2.510834 -0.4 0.1 -0.2
H -1.264764 2.163812 1.859004 -0.1 -0.2 0.8
H -0.559900 2.227647 0.578724 0.0 0.2 -0.2
O -1.434703 2.380193 0.947549 0.0 0.4 -0.5
```
Positions in Å, forces in eV/Å.

---

This record from the Open Molecules 2025 dataset describes 3 unconnected molecules or ions with the total composition C4H13NO2. The level of theory is ωB97M-V/def2-TZVPD.

Spin multiplicity: 2
Kohn-Sham gap (alpha / beta), eV: 11.0 / 6.8
Max |F|, eV/A: 7.95
⟨S²⟩: 0.756
Charge: +1
ΔE to the lowest compared entry with this formula, charge and spin, kJ/mol: 273.4

```
20
Properties=species:S:1:pos:R:3:forces:R:3
C -1.173283 0.404343 -1.486396 -0.2 -4.4 -0.2
C -0.803158 1.171521 -0.236039 -5.2 0.5 -1.4
C 0.454977 1.322856 0.123825 7.8 -1.3 0.4
N 1.551456 0.680622 -0.592137 -7.5 -0.2 -1.9
C -1.905078 1.712247 0.707566 -0.1 -1.3 -2.3
H -0.417049 -0.544880 -1.669548 -1.7 1.9 1.1
H -2.229410 -0.104602 -1.425793 2.0 1.2 0.2
H -1.090133 0.663817 -2.557651 -0.1 1.5 0.7
H 0.911769 1.829166 1.007504 -1.2 -0.2 -0.6
H 2.185522 1.347265 -0.734866 4.6 3.1 0.3
H 1.207393 0.578499 -1.628529 0.8 -0.9 2.4
H -1.664295 1.284487 1.628809 0.3 -0.9 1.8
H -2.007146 2.759867 0.955943 0.4 0.5 -0.7
H -2.865419 1.283102 0.374875 0.4 0.5 0.2
H 1.375127 -2.588687 1.462146 0.7 -0.9 -1.6
H 0.924218 -2.492773 2.745721 -0.3 1.6 0.0
O 1.051707 -1.875612 1.976200 -0.6 -0.7 2.3
H 2.235457 -2.365914 0.013538 0.0 -0.3 -0.9
H 0.716479 -2.287321 -0.125539 2.2 -1.6 -1.5
O 1.540867 -2.778004 -0.539626 -2.0 2.0 1.7
```
Positions in Å, forces in eV/Å.

---

This record from the Open Molecules 2025 dataset describes 2 unconnected molecules or ions with the total composition C4H13NO2. The level of theory is ωB97M-V/def2-TZVPD.

Spin multiplicity: 2
Kohn-Sham gap (alpha / beta), eV: 11.7 / 6.6
Max |F|, eV/A: 3.07
⟨S²⟩: 0.755
Charge: +1
ΔE to the lowest compared entry with this formula, charge and spin, kJ/mol: 118.9

```
20
Properties=species:S:1:pos:R:3:forces:R:3
C 1.221045 0.346205 2.364810 -0.6 0.2 0.4
N 0.625747 -0.141101 1.158790 2.3 0.9 -1.8
C 0.333092 0.842012 0.128887 -1.3 -0.3 0.0
C -0.855371 0.368549 -0.779165 -0.5 0.6 1.3
C -1.000490 1.294351 -1.972387 0.7 -0.5 -0.3
O -1.994545 0.498186 0.083786 0.3 -0.3 -0.5
H 1.599659 -0.496548 2.935835 0.3 0.3 0.1
H 0.479452 0.915974 2.938268 0.0 -0.1 0.0
H 1.954631 1.118643 2.036826 0.0 -0.6 0.4
H 1.108776 -0.974274 0.787770 -0.9 -0.3 0.1
H -0.056703 1.734469 0.631943 0.4 0.0 -0.2
H 1.211849 1.092643 -0.501868 0.0 -0.5 0.5
H -0.730472 -0.663760 -1.093949 0.2 -0.2 0.1
H -0.824481 0.674457 -2.841322 -0.2 0.0 -0.5
H -1.977945 1.757703 -2.055143 0.0 0.1 0.2
H -0.185641 2.015184 -1.993832 -0.3 0.4 0.1
H -1.937314 -0.180919 0.770792 -0.3 0.1 -0.2
H 0.287798 -3.274265 -1.660483 -0.4 -0.4 -0.4
H 0.114892 -3.731803 -0.163944 -0.2 -0.3 -0.4
O 0.626021 -3.195714 -0.775614 0.6 0.8 0.9
```
Positions in Å, forces in eV/Å.

---

This record from the Open Molecules 2025 dataset describes 3 unconnected molecules or ions with the total composition C4H13NO2. The level of theory is ωB97M-V/def2-TZVPD.

Spin multiplicity: 2
Kohn-Sham gap (alpha / beta), eV: 9.1 / 5.9
Max |F|, eV/A: 2.60
⟨S²⟩: 0.760
Charge: +1
ΔE to the lowest compared entry with this formula, charge and spin, kJ/mol: 117.1

```
20
Properties=species:S:1:pos:R:3:forces:R:3
C 1.797905 1.405953 -0.690761 -0.5 0.1 0.3
C 0.559536 2.281886 -0.993858 0.6 -1.8 -0.6
C -0.658325 1.703673 -0.360326 0.3 0.8 1.0
C -0.591049 1.069420 0.894887 -0.2 1.2 1.0
N -1.873003 1.962342 -0.850534 -0.4 -2.3 -1.1
H 2.048082 1.413099 0.367322 0.1 0.0 0.0
H 2.676764 1.722985 -1.237748 0.0 0.1 -0.2
H 1.545310 0.385035 -0.980384 0.3 -0.1 0.0
H 0.462366 2.239174 -2.079395 -0.3 0.7 -0.1
H 0.643290 3.296752 -0.615128 0.0 0.3 -0.1
H 0.336219 0.822889 1.386435 0.1 -0.3 -0.3
H -1.433183 1.200806 1.569999 -0.2 -0.5 -0.2
H -1.961661 1.568732 -1.801243 0.1 1.5 -0.3
H -2.660034 1.547069 -0.352621 0.1 0.3 0.5
H -0.528775 -2.564211 0.027987 0.2 -0.5 -0.1
H 0.261489 -1.510160 0.717072 0.3 -0.1 0.2
O 0.380704 -2.243969 0.104671 -0.5 0.5 0.0
H 0.369555 -5.297406 1.326887 0.0 0.1 -0.1
H -0.786243 -5.772889 2.168928 -0.2 0.0 0.0
O -0.588955 -5.231177 1.397817 0.2 0.0 0.1
```
Positions in Å, forces in eV/Å.

---

This record from the Open Molecules 2025 dataset describes 2 unconnected molecules or ions with the total composition C4H13NO2. The level of theory is ωB97M-V/def2-TZVPD.

Spin multiplicity: 2
Kohn-Sham gap (alpha / beta), eV: 11.1 / 5.5
Max |F|, eV/A: 2.78
⟨S²⟩: 0.755
Charge: +1
ΔE to the lowest compared entry with this formula, charge and spin, kJ/mol: 181.1

```
20
Properties=species:S:1:pos:R:3:forces:R:3
C -0.200757 0.815329 -0.813413 1.5 1.1 1.0
C 0.922789 -0.051111 -0.250528 1.5 -1.4 0.7
C 2.328505 0.410882 -0.648142 -1.2 0.6 -1.1
O 0.692190 -1.376689 -0.691269 -1.3 -0.5 0.1
C -1.555383 0.026416 -0.869000 0.2 1.2 0.2
N -2.125136 -0.062354 0.432629 -1.1 -1.6 -2.0
H -0.361459 1.638318 -0.110752 0.0 0.1 -0.1
H 0.150952 1.300816 -1.728742 -0.8 -0.5 -0.4
H 0.900054 -0.065514 0.854925 -0.4 0.1 -0.3
H 3.145206 -0.191053 -0.264597 -0.2 0.0 0.5
H 2.386873 1.469135 -0.381948 0.6 -0.1 0.0
H 2.377867 0.326637 -1.742452 0.1 0.2 0.1
H 1.419994 -1.901930 -1.017776 0.6 0.3 0.0
H -2.158073 0.705153 -1.469682 -0.3 -0.2 -0.1
H -1.312051 -0.953410 -1.294870 0.1 -0.1 0.2
H -2.087705 -1.002933 0.824864 0.4 0.1 0.5
H -3.079144 0.300574 0.485297 0.3 0.6 0.6
H -0.094549 -1.118649 3.144916 -0.2 0.6 0.0
H -0.988625 -0.090340 2.425704 -0.9 0.1 -0.8
O -0.361551 -0.179276 3.114835 1.2 -0.7 1.0
```
Positions in Å, forces in eV/Å.

---

This record from the Open Molecules 2025 dataset describes 3 unconnected molecules or ions with the total composition C4H13NO2. The level of theory is ωB97M-V/def2-TZVPD.

Spin multiplicity: 2
Kohn-Sham gap (alpha / beta), eV: 9.9 / 6.1
Max |F|, eV/A: 6.69
⟨S²⟩: 0.766
Charge: +1
ΔE to the lowest compared entry with this formula, charge and spin, kJ/mol: 365.5

```
20
Properties=species:S:1:pos:R:3:forces:R:3
C 0.334688 -1.926718 -0.011549 -2.1 -1.0 -0.1
C -0.509319 -0.708915 -0.089246 5.9 2.4 -2.1
C -1.625225 -0.678422 -0.814899 -3.0 -3.4 -0.6
C 0.722057 0.663682 1.309775 5.0 -0.6 -0.5
N 0.335342 0.478723 -0.145541 -5.6 -0.1 3.0
H -0.349107 -2.550591 -0.651009 1.1 -1.1 1.5
H 1.189782 -1.787698 -0.671853 0.4 0.4 0.4
H 0.571064 -2.177251 1.039821 -0.1 -0.8 -0.9
H -2.244474 -1.660818 -0.884355 0.8 2.1 0.2
H -1.772465 0.089547 -1.506853 -0.8 1.3 -0.8
H 1.739163 1.278020 1.331494 -2.1 -1.5 0.2
H 0.015982 1.190801 1.865178 -1.4 1.1 0.5
H 0.825146 -0.371087 1.774504 0.4 1.7 -0.5
H -0.371521 1.256962 -0.331213 1.7 -0.3 -0.4
H -2.729881 3.147833 0.975863 0.7 -0.7 -0.2
H -2.170784 1.658608 0.782740 -0.3 1.7 0.2
O -1.938252 2.623686 0.720881 -0.4 -1.2 0.1
H 3.486515 -0.511702 -1.440564 -0.2 0.5 1.2
H 1.828824 0.232509 -1.412997 3.8 -1.5 -0.4
O 2.662464 -0.247178 -1.840181 -3.5 1.0 -0.8
```
Positions in Å, forces in eV/Å.

---

This record from the Open Molecules 2025 dataset describes 3 unconnected molecules or ions with the total composition C4H13NO2. The level of theory is ωB97M-V/def2-TZVPD.

Spin multiplicity: 2
Kohn-Sham gap (alpha / beta), eV: 8.8 / 5.0
Max |F|, eV/A: 3.75
⟨S²⟩: 0.761
Charge: +1
ΔE to the lowest compared entry with this formula, charge and spin, kJ/mol: 288.0

```
20
Properties=species:S:1:pos:R:3:forces:R:3
C -2.690847 -1.275170 0.746347 1.2 0.7 0.0
C -1.147764 -1.447404 0.635505 0.8 0.4 1.3
C -0.381979 -0.249116 0.000941 -1.7 -1.0 -0.5
C 0.768985 1.328269 1.380664 -0.8 0.4 -1.1
N -0.316316 1.022935 0.783988 3.3 -1.5 0.8
H -3.194158 -2.225818 0.696324 -0.2 -0.3 0.0
H -3.066434 -0.608590 -0.035493 -0.1 -0.2 0.0
H -2.908968 -0.796326 1.714144 0.0 -0.2 -0.3
H -0.737138 -1.710227 1.621434 -0.1 0.4 0.0
H -0.744156 -2.283009 0.062417 -0.6 -0.1 -0.6
H 0.698984 -0.386463 -0.240906 -0.8 -0.2 0.0
H -0.950082 -0.195617 -0.939193 0.5 1.0 0.0
H 1.652366 0.643676 1.272330 -0.9 0.3 0.3
H 1.008711 2.287289 1.829026 -0.6 0.2 0.3
H -0.387592 4.392872 -1.085813 -0.4 -0.4 0.0
H -0.327121 3.129109 -0.094068 -0.8 0.2 -0.6
O 0.076367 3.945207 -0.375821 1.1 0.3 0.5
H 4.264642 -1.152603 -3.005732 0.1 0.0 -0.1
H 4.550080 -2.499592 -2.347517 0.0 0.0 0.0
O 3.832420 -1.919415 -2.618570 -0.1 0.1 0.2
```
Positions in Å, forces in eV/Å.

---

E? In order: -9942.17667, -9942.15485, -9942.02236, -9942.69930, -9933.32145, -9934.92308, -9934.94158, -9934.27836, -9932.36690, -9933.17049 eV.